Record 1
Formula: C30H35GdN2O3PSi
Source: the OMol25 dataset
Level of theory: wB97M-V/def2-TZVPD

XYZ file:
```
73
Properties=species:S:1:pos:R:3:lowdin_charge:R:1
C -0.88177 -1.84301 2.45776 -0.238
C 1.76432 1.13416 2.58480 -0.126
C -0.81630 3.47249 -3.72844 -0.230
H -3.35309 2.22634 -3.01360 0.066
C -0.16487 -1.27416 -5.64411 0.028
C 0.28610 -3.72944 3.45764 -0.071
C 0.17803 0.55978 4.32702 -0.076
C 0.52957 0.61266 2.97205 -0.260
N 2.45251 -1.34325 -1.34696 -0.406
H 2.49983 1.49370 -3.88387 0.093
H 0.80444 0.91606 6.36229 0.116
H 2.51663 -3.23708 -4.90785 0.138
P -0.96394 1.81577 -2.95776 0.760
H -1.70442 0.85616 -5.15451 0.108
C 0.30481 3.13920 -0.05227 0.030
C -2.08557 -2.32266 2.99223 -0.077
H -3.02058 -1.79704 2.78703 0.093
C -0.09702 -0.39596 -4.52206 -0.302
C -3.45006 0.51536 1.40717 -0.113
C 1.76254 -2.54295 -0.81887 -0.042
H -0.88580 -5.01006 4.74787 0.113
O 0.37579 3.98802 0.71667 0.123
C 2.66954 1.55021 3.56608 -0.080
C 2.32955 1.47899 4.92202 -0.065
H 4.31254 -1.72051 -0.34481 0.121
H 1.21271 -4.27972 3.61525 0.107
H -1.13064 2.56012 2.83451 0.096
C 2.93507 -1.64415 -2.72275 -0.125
C 1.08120 0.97925 5.30795 -0.049
N 0.88610 -0.60825 -3.55561 -0.020
H 1.24319 -2.24085 2.22591 0.091
H 3.73642 -0.93568 -2.99711 0.140
H -5.55971 0.95799 1.25547 0.109
H 2.03343 1.22659 1.52551 0.058
C -2.08338 -3.45378 3.82371 -0.063
H -0.68598 4.24221 -2.95522 0.054
H -2.95539 0.76852 -2.04808 0.061
H 3.03876 1.81880 5.67738 0.112
H -0.80072 0.17265 4.63537 0.123
H 2.48946 -3.36176 -0.70571 0.118
Si -0.68652 -0.12524 1.73783 0.472
C -0.97489 0.70408 -4.35216 -0.158
H 0.95938 -2.83458 -1.50858 0.110
H -3.13368 3.95782 3.17515 0.111
H -5.37547 3.16875 2.40453 0.114
O 2.52727 1.80941 -2.95452 -0.135
C -2.20819 0.93281 1.90360 -0.244
C -4.48726 2.55123 2.24699 -0.067
C -0.89590 -4.14817 4.07738 -0.066
H 3.20483 -0.60893 0.50756 0.087
C 0.74676 -2.30461 -5.78255 0.006
H -2.71730 2.36964 -1.33595 0.057
H 2.54963 2.78334 -3.02104 0.098
C -2.65886 1.80166 -2.27519 -0.222
O -0.08694 -0.11253 0.21936 -0.511
C -3.23561 2.99264 2.68110 -0.067
H 3.36890 -2.65997 -2.73390 0.145
C 3.57261 -0.91582 -0.48062 -0.060
H 3.64486 1.93622 3.26569 0.105
C 0.29592 -2.58514 2.65370 -0.111
H 1.31287 -2.32129 0.15100 0.059
H -3.52992 -0.43426 0.86865 0.107
H 4.07897 -0.05050 -0.94087 0.098
H -1.72580 3.68427 -4.30755 0.067
Gd 1.00226 0.59143 -1.43515 1.446
H -0.96355 -1.13037 -6.37557 0.136
C -4.58807 1.31218 1.60089 -0.074
H 0.04969 3.49924 -4.40629 0.052
C 1.76870 -2.44755 -4.83493 0.030
C -2.10232 2.19541 2.49632 -0.103
H -3.01064 -3.78359 4.28951 0.110
H 0.67975 -2.99883 -6.61754 0.136
C 1.81523 -1.57348 -3.75892 -0.244
```

## Properties
- gap between HOMO and LUMO (spin up / spin down) (eV) = 4.97 / 4.83
- 2S+1 = 9
- highest occupied orbital energy (spin up / spin down) (eV) = -12.891 / -12.894
- DFT total energy (Eh) = -2895.49804
- net charge = +2

---

Record 2
Formula: C28H74FeO10
Source: the OMol25 dataset
Level of theory: wB97M-V/def2-TZVPD

XYZ file:
```
113
Properties=species:S:1:pos:R:3:lowdin_charge:R:1
C 0.77940 -0.27475 0.64004 -0.052
H -0.37757 -1.31967 -4.94055 0.124
H 1.31589 -1.65148 -6.77245 0.077
H -4.45451 2.05590 -2.57202 0.064
H 0.71043 -1.97695 3.52086 0.064
H 2.60610 -4.54445 -0.09723 0.093
H -5.57405 4.15839 1.38162 0.081
H -6.49267 -2.53036 0.65554 0.087
H -4.47561 1.41994 3.40568 0.066
H 2.52408 2.91091 1.42556 0.039
H 1.90528 -2.40311 -5.38568 0.058
C -2.77906 -0.37798 -2.93639 -0.067
H -4.32537 -2.02734 -1.97058 0.071
H -2.69794 1.98754 0.80068 0.064
H 4.11222 2.45663 5.07950 0.075
H -2.20310 0.53930 -3.05876 0.072
H -3.32832 3.95857 2.11867 0.132
H 2.18926 -4.87611 -2.76393 0.082
C 2.28269 -3.52634 -0.31395 -0.033
C 1.60328 -1.42001 -5.74681 -0.058
C 3.25306 3.55041 3.39871 -0.473
H 1.19743 3.16394 2.48069 0.078
C 1.26644 3.25735 -1.75802 -0.051
H -4.73160 -2.05925 3.43217 0.083
H 1.85429 2.97212 -0.88557 0.060
C 5.37940 0.94391 0.98820 -0.034
H 4.62915 -2.34899 1.82300 0.082
H 2.55099 1.80198 4.65159 0.078
O -5.40819 3.53563 2.09314 -0.049
C -0.76586 -0.32495 0.28204 -0.348
H -1.36078 0.17803 1.04439 0.079
C -3.79535 2.26733 3.32045 -0.049
H 1.70424 0.47440 -3.57569 0.077
H 5.84165 1.36217 0.09406 0.071
C -4.02055 3.11892 2.05616 -0.475
H -2.82356 1.77449 3.29171 0.073
C 0.19038 -4.12668 3.20431 -0.347
C -5.77867 -3.27817 1.00060 -0.043
H 2.53085 -0.84762 -5.73924 0.087
H -5.30972 -0.94781 2.19383 0.080
H 2.78746 6.38515 -2.13812 0.079
C 1.14125 -3.50022 -1.32073 -0.449
H 2.90639 4.14981 -2.87941 0.129
H 1.66321 -3.09649 4.50120 0.068
H 3.81163 1.43409 3.61025 0.047
H 0.75795 -2.49354 -1.48740 0.100
H -3.83764 2.93119 -0.11766 0.082
H -4.32752 1.47439 0.75358 0.080
H 3.57959 4.73988 4.87864 0.090
H 0.60055 -5.13076 3.31244 0.099
C 5.42903 -0.63892 0.91045 -0.506
H 1.99437 -2.83437 2.83154 0.030
H -0.56770 -4.11449 3.98742 0.093
C 1.17326 -2.96368 3.53664 -0.080
O 6.72875 -1.08962 1.15673 -0.037
O -4.81325 -1.20109 -1.94089 -0.068
H -3.56796 -3.97651 2.38116 0.104
O -3.34442 -3.54544 1.55302 -0.208
H -3.92666 2.82294 4.24898 0.079
H -3.13058 -0.67638 -3.92406 0.088
H -3.51408 0.25558 -1.06157 0.098
H 1.01578 -0.98974 1.42809 0.039
C -3.95219 -0.07351 -2.00384 -0.456
H 0.52350 4.06975 -3.75646 0.070
O 2.82649 4.50197 4.33289 -0.053
H 0.52402 -5.25385 -0.72890 0.105
H 1.38055 -0.57040 -0.21978 0.052
C -3.71661 2.37521 0.81203 -0.076
C 4.54391 -1.26654 1.91858 -0.072
H 2.06328 -3.30590 -3.30608 0.053
H -5.75183 1.13482 -1.89016 0.069
Fe -1.58875 -3.67850 0.29252 1.057
H 4.21498 3.79223 2.94667 0.128
H 2.13058 4.55653 1.89138 0.072
C -4.51172 -1.64544 2.44804 -0.050
H -5.75660 -4.00252 0.18640 0.080
H 5.13905 -0.93748 -0.09696 0.127
H 1.93914 -3.05465 0.60669 0.051
C 1.49150 -4.03914 -2.73728 -0.040
H 2.56526 5.49916 -0.65133 0.065
C -4.90683 1.06419 -2.57507 -0.041
C 0.82141 -0.16430 -3.60368 -0.034
H 1.15961 2.34628 -2.34679 0.053
C 1.94744 4.43147 -2.44445 -0.458
H 1.01318 0.75539 0.90886 0.054
H 0.00542 0.36215 -3.10860 0.047
C 0.48440 -0.65930 -5.03549 -0.460
H 7.29944 -0.80030 0.44105 0.093
O 0.13557 -4.38200 -0.83179 -0.213
O 1.09083 4.81673 -3.55213 -0.071
H 4.85874 -0.99901 2.92725 0.090
H 3.48559 -1.02662 1.81622 0.063
H -6.07725 -3.75058 1.93643 0.083
C 2.19898 3.53288 2.25956 -0.043
H 4.36571 1.30784 1.15587 0.048
H 1.14549 6.16806 -1.42591 0.085
O 0.16883 0.42188 -5.90964 -0.050
H 0.55750 -4.17292 -3.28303 0.088
H -3.61431 -1.03872 2.56910 0.072
H -2.13191 -1.14762 -2.51571 0.063
H 0.15829 0.07067 -6.80303 0.077
O -0.48908 -4.00149 1.97641 -0.361
H 3.14671 -2.95833 -0.65878 0.082
H -0.95945 0.35508 -0.54752 0.080
C 2.11195 5.70345 -1.62132 -0.051
C 3.45299 2.25129 4.23608 -0.044
H 5.89488 1.29767 1.88107 0.075
H -4.06870 -1.99558 0.42257 0.100
O -1.23491 -1.65099 0.22150 -0.362
H -5.28869 0.85399 -3.57411 0.075
C -4.43013 -2.61349 1.24455 -0.440
H 0.31364 3.56990 -1.33074 0.091
H 1.03664 -1.01702 -2.95976 0.054
```

## Properties
- gap between HOMO and LUMO (spin up / spin down) (eV) = 5.75 / 7.35
- 2S+1 = 7
- highest occupied orbital energy (spin up / spin down) (eV) = -5.297 / -8.680
- DFT total energy (Eh) = -3127.09317

---

Record 3
Formula: C4H26NO10S
Source: the OMol25 dataset
Level of theory: wB97M-V/def2-TZVPD

XYZ file:
```
42
Properties=species:S:1:pos:R:3:lowdin_charge:R:1
H 1.23922 3.21845 0.04919 0.064
H -1.96972 -2.14240 -0.56715 -0.001
H -0.66972 -3.57330 2.37877 0.024
H 0.94607 2.03934 0.96187 0.008
C -0.83346 0.02897 1.88772 -0.351
H -2.18670 0.64779 -3.45543 0.042
H -1.84987 2.69754 1.89117 0.045
O -3.40977 -0.82512 -1.33638 -0.093
H 3.68818 -1.53476 -1.23183 0.022
H -3.18098 0.11301 -1.37675 -0.016
H 1.01456 2.00985 3.48181 0.049
S 2.53084 0.17816 -2.33707 0.345
H -0.69526 -2.52434 -1.49046 -0.007
O -1.44427 3.08158 1.11029 -0.070
H 1.15402 0.23466 2.39215 0.094
H 0.37691 -0.88667 -0.33394 0.087
O -1.23593 0.32173 3.01733 -0.045
C 1.01817 -0.28109 0.29525 -0.243
O 1.11689 2.99370 0.97926 -0.069
O 1.85687 1.52608 3.48282 -0.057
C 3.32409 -0.56512 -0.87588 -0.652
H 2.41144 2.29959 3.30089 0.056
H -1.49039 -0.17364 1.03804 0.131
H 0.98684 0.67243 -0.23879 0.056
H 3.00687 -0.40580 1.17280 0.090
H 0.91618 -0.85560 -2.56563 -0.107
N 0.49016 0.04224 1.63980 0.018
O 0.11193 -1.51388 -2.70952 -0.195
H -1.15652 -0.47171 -3.22119 0.009
H -0.67115 3.63605 1.26442 0.027
C 2.38954 -0.87800 0.41552 -0.202
H 4.23834 -0.11295 -0.49754 0.032
O -1.33392 -2.82005 -0.81598 -0.082
H -0.23828 -3.69088 0.92139 -0.004
H -2.00834 2.39801 -0.68028 0.020
H 2.45376 -1.95750 0.45383 0.097
H -3.47306 2.47413 -0.25083 0.041
O -2.88011 2.03303 -0.85948 -0.058
H 0.48770 -2.03910 -3.42594 0.060
H -2.96777 -1.13307 -2.13672 -0.002
O -2.07284 -0.30467 -3.54483 -0.086
O 0.00950 -3.95666 1.81729 -0.077
```

## Properties
- gap between HOMO and LUMO (eV) = 6.46
- highest occupied orbital energy (eV) = -4.016
- DFT total energy (Eh) = -1373.42174
- net charge = -1

---

Record 4
Formula: C4H21NO7
Source: the OMol25 dataset
Level of theory: wB97M-V/def2-TZVPD

XYZ file:
```
33
Properties=species:S:1:pos:R:3:lowdin_charge:R:1
H -0.57867 -2.04388 -1.93578 0.043
C -0.54045 -0.69405 1.83793 -0.289
H -1.56834 -0.53139 0.14764 0.112
H -0.97807 -2.11742 3.47990 0.119
O -1.46578 -1.60061 -1.81035 -0.075
H 0.42065 -1.17943 1.56759 0.128
H 1.09389 1.97591 1.28290 0.003
O 2.05288 -3.61900 -1.01612 -0.012
H 3.47282 -0.30933 -0.82858 0.024
H 2.77713 -3.17271 -0.78375 -0.052
H -2.49400 -1.34009 2.86599 0.100
C -1.63836 1.38863 0.84866 -0.474
H 2.27912 1.51408 0.38836 -0.056
C -1.44726 -1.62040 2.51405 -0.146
C -1.34786 2.15011 2.15487 0.003
N -1.03019 0.12353 0.72809 0.051
H -0.41929 0.03846 2.80647 0.126
O -2.32341 1.79722 -0.09823 0.022
H -0.32806 2.31422 -2.54892 0.055
H -0.72670 1.22357 -1.63937 0.000
H 0.80232 0.03637 -2.35860 0.036
O 2.01708 2.14515 1.03315 -0.052
O 0.98329 -0.96137 -2.47542 -0.116
H 0.48398 -1.22967 -3.26916 0.056
H -2.31424 2.58854 2.44241 0.096
H -0.87608 1.51571 2.96645 0.071
H 3.84572 0.83784 0.13792 0.092
O -0.10494 1.44266 -2.31151 -0.001
H -1.62795 -2.53177 1.96094 0.055
H 1.33753 -3.04698 -1.38636 0.033
H -0.55696 2.89056 2.01211 0.079
H -1.43680 -0.73378 -2.20417 0.008
O 3.14675 0.18230 -0.11323 -0.037
```

## Properties
- gap between HOMO and LUMO (eV) = 10.38
- highest occupied orbital energy (eV) = -10.064
- DFT total energy (Eh) = -746.38059
- SMILES string = CCNC(C)=O.O.O.O.O.O.O

---

Record 5
Formula: C16H12N2O3
Source: the OMol25 dataset
Level of theory: wB97M-V/def2-TZVPD

XYZ file:
```
33
Properties=species:S:1:pos:R:3:lowdin_charge:R:1
H 1.13983 -2.93188 0.49665 0.136
N -2.05528 -1.52007 -1.36783 0.104
H -7.00625 1.73572 0.30414 0.103
C -2.43841 -0.86846 -0.30829 -0.280
H -5.35124 1.72417 2.12990 0.104
H -3.21825 0.51315 1.85510 0.115
H -6.53616 0.53966 -1.79968 0.105
O -1.50280 -0.93245 0.66933 0.150
C 4.18329 2.18919 -0.27963 -0.073
C -3.68160 -0.15439 -0.12940 -0.153
C -5.14345 1.19946 1.20929 -0.077
H 2.27113 1.32695 0.15941 0.116
C 3.80783 -0.16021 0.03787 -0.127
C 6.01819 0.64730 -0.45429 -0.072
C -3.94819 0.52231 1.05956 -0.020
C -6.07350 1.20555 0.18195 -0.082
H 5.51760 -1.42128 -0.14673 0.119
H 0.51675 -2.01491 1.91420 0.146
C -5.80914 0.53243 -1.00167 -0.073
C 5.16164 -0.40307 -0.18679 -0.011
O 1.66406 -0.94136 0.58941 0.012
C -0.53045 -1.67743 0.09833 -0.296
H -4.38814 -0.67773 -2.07318 0.113
H 6.19896 2.76508 -0.70987 0.104
H 3.80634 3.20044 -0.31906 0.104
C 2.93048 -1.31829 0.31819 -0.430
N -0.84407 -2.03118 -1.10482 0.111
C 5.52966 1.94368 -0.50031 -0.078
H 7.06692 0.45800 -0.62756 0.105
O 3.29164 -2.46756 0.32096 0.120
C 0.72056 -1.97902 0.83862 -0.063
C -4.61814 -0.14731 -1.16317 -0.019
C 3.32020 1.14348 -0.01062 -0.013
```

## Properties
- gap between HOMO and LUMO (eV) = 9.33
- highest occupied orbital energy (eV) = -9.075
- DFT total energy (Eh) = -952.14623
- SMILES string = O=C(OCc1nnc(-c2ccccc2)o1)c1ccccc1